DFT (ωB97M-V/def2-TZVPD) results for an isolated molecule of C19H28O5 at a distorted geometry.

Each line ends with the Mulliken charge.
Cartesian coordinates (Å):
C (-5.2044, -2.8105, -1.1403)  -1.125
C (-3.8929, -3.1588, -0.3692)  -0.295
O (-3.6915, -2.2425, 0.3559)  -0.371
C (-3.0642, -1.1509, 0.0494)  0.060
O (-2.6505, -1.1606, -0.9497)  -0.405
C (-2.8910, 0.0846, 0.8955)  0.912
C (-1.4038, 0.8526, 0.8314)  -1.552
C (-0.4177, -0.1328, 1.4842)  -1.192
C (0.9390, 0.4808, 1.2345)  -0.279
C (1.3163, 0.9258, 0.0566)  -1.602
O (2.7815, 1.3451, -0.0944)  -0.404
C (3.7110, 0.3434, 0.1128)  0.897
C (3.5829, -0.9129, -0.2592)  -0.275
C (4.7699, -1.8983, 0.0440)  -0.379
C (5.9791, -1.5953, 0.0825)  -0.957
C (6.2087, 0.1266, 0.0104)  0.480
C (7.5733, 0.6442, -0.0252)  -0.715
C (8.0406, 0.6256, -1.5389)  -1.026
C (4.9935, 0.7652, 0.0800)  -0.593
C (-4.0926, 1.0129, 0.5954)  0.056
O (-5.0858, 0.8462, 1.1894)  -0.556
O (-3.7714, 2.0741, -0.2224)  -0.316
C (-4.8579, 2.8257, -0.8253)  -0.725
C (-5.5728, 1.8426, -1.8896)  -0.870
H (-5.6723, -3.6121, -1.7628)  0.368
H (-6.0633, -2.4660, -0.6417)  0.354
H (-4.9904, -1.9489, -1.9509)  0.205
H (-3.0204, -3.2826, -1.0229)  0.363
H (-4.1998, -4.0234, 0.2704)  0.217
H (-3.0153, -0.2585, 1.9102)  0.462
H (-1.4242, 1.5503, 1.5344)  0.628
H (-1.2246, 0.8660, -0.1114)  0.712
H (-0.6968, -0.4345, 2.3208)  1.156
H (-0.2198, -1.1386, 0.7272)  0.070
H (1.6249, -0.2316, 1.7972)  0.355
H (0.9277, 1.2572, 1.9505)  0.348
H (0.9636, 1.6195, -0.3126)  0.895
H (1.1105, 0.0599, -0.5365)  0.576
H (2.4828, -1.3895, 0.0545)  -0.029
H (4.5134, -2.9457, 0.1043)  0.354
H (6.8149, -2.0573, 0.4101)  0.486
H (7.6060, 1.7238, 0.5267)  0.317
H (8.2605, -0.1074, 0.4212)  0.309
H (7.4514, 1.3420, -1.9702)  0.364
H (8.0655, -0.4544, -1.9111)  0.304
H (9.0461, 0.9956, -1.4246)  0.319
H (5.2318, 1.8340, 0.0033)  0.270
H (-4.1993, 3.4306, -1.0915)  0.572
H (-5.4154, 2.9863, 0.2016)  0.332
H (-6.2961, 2.8081, -2.1569)  0.296
H (-4.9670, 1.6340, -2.7014)  0.333
H (-6.1990, 1.1575, -1.2029)  0.297

- Orbital gap: 9.03 eV
- Maximum force: 17.90 eV/Å
- SMILES string: CCOC(=O)C(CCCCOc1cccc(CC)c1)C(=O)OCC
- HOMO level: -0.304 hartree